Entry from OMol25: C3H3MnO2 as an isolated structure at a distorted geometry (ωB97M-V with the def2-TZVPD basis set).

Structure (XYZ):
```
9
Properties=species:S:1:pos:R:3
C -0.698 1.003 0.386
C -1.823 0.915 -0.284
H -2.462 1.797 -0.433
H -0.155 1.758 0.956
H -2.161 -0.019 -0.743
O 2.161 -1.304 -0.181
C 1.231 -1.515 0.505
O 0.431 -1.942 1.206
Mn 3.476 -0.694 -1.412
```

Properties
Energy relative to the best compared isomer or geometry (same formula, charge and spin) ... 3.094 eV
Spin multiplicity ... 7
HOMO-LUMO gap (alpha / beta) ... 0.11390 / 0.26842 hartree
Charge ... +2
Electronic energy ... -38550.254 eV
E_HOMO (alpha / beta) ... -0.5803 / -0.6796 Eh